Entry 1:
{
  "formula": "C8H10O",
  "method": "ωB97M-V with the def2-TZVPD basis set",
  "smiles": "C=C1O[C@@H]2C[C@@]2(C)C1=C",
  "lumo_energy_ev": 0.498,
  "e_homo_ev": -7.0,
  "molar_mass_g_mol": 122.2,
  "orbital_gap_ev": 7.5,
  "symbols": ["C", "C", "C", "C", "C", "C", "C", "C", "H", "H", "H", "H", "H", "H", "H", "H", "H", "H", "O"],
  "xyz": [[-1.265, 0.305, 1.374], [-0.835, 0.613, 0.076], [-0.547, 2.127, 0.116], [0.589, 1.383, -0.553], [1.265, -0.666, -0.137], [2.115, -1.644, -0.042], [-0.187, -0.660, -0.530], [-0.821, -1.559, -1.258], [-1.773, -0.641, 1.451], [-1.952, 1.037, 1.829], [-0.387, 0.226, 2.004], [-0.440, 2.350, 1.177], [-1.011, 2.841, -0.550], [0.775, 1.603, -1.618], [3.153, -1.546, 0.222], [1.753, -2.625, -0.261], [-1.812, -1.498, -1.687], [-0.172, -2.330, -1.669], [1.551, 0.684, 0.057]],
  "lowdin_charge": [-0.120, -0.315, -0.006, -0.196, -0.288, 0.095, -0.227, 0.093, 0.091, 0.098, 0.100, 0.121, 0.103, 0.168, 0.072, 0.063, 0.076, 0.068, 0.004]
}



Entry 2:
{
  "formula": "C2H10N2O",
  "method": "ωB97M-V with the def2-TZVPD basis set",
  "smiles": "CNCN.O",
  "lumo_energy_ev": 0.963,
  "e_homo_ev": -8.8,
  "molar_mass_g_mol": 78.1,
  "orbital_gap_ev": 9.8,
  "symbols": ["C", "N", "C", "N", "H", "H", "H", "H", "H", "H", "H", "H", "H", "H", "O"],
  "xyz": [[-0.137, -1.128, -1.365], [-0.761, 0.221, -1.510], [-0.718, 0.948, -0.160], [0.482, 0.926, 0.626], [-0.096, -1.535, -2.403], [0.826, -1.366, -0.906], [-0.878, -1.598, -0.687], [-0.134, 0.900, -2.137], [-1.264, 0.330, 0.687], [-1.253, 1.907, -0.415], [1.077, 1.770, 0.438], [0.979, -0.010, 0.435], [0.662, 0.287, 2.408], [0.292, -1.061, 2.809], [0.921, -0.590, 2.179]],
  "lowdin_charge": [-0.172, -0.138, -0.338, -0.104, 0.081, 0.055, 0.081, 0.136, 0.130, 0.118, 0.095, 0.080, 0.007, 0.086, -0.118]
}



Entry 3:
{
  "formula": "C25H39BCoN8OSi",
  "method": "ωB97M-V with the def2-TZVPD basis set",
  "lumo_energy_ev": [-1.779, -4.764],
  "total_charge": 1,
  "e_homo_ev": [-10.2, -11.2],
  "spin_multiplicity": 5,
  "molar_mass_g_mol": 565.5,
  "orbital_gap_ev": [8.4, 6.4],
  "symbols": ["Co", "C", "C", "C", "C", "C", "N", "N", "B", "N", "N", "C", "C", "C", "C", "C", "N", "N", "C", "C", "C", "C", "C", "H", "H", "H", "H", "H", "H", "H", "H", "H", "H", "H", "H", "H", "H", "H", "H", "H", "H", "H", "H", "H", "H", "C", "N", "C", "N", "O", "H", "H", "H", "H", "H", "H", "C", "Si", "C", "C", "C", "C", "C", "C", "C", "H", "H", "H", "H", "H", "H", "H", "H", "H", "H", "H"],
  "xyz": [[0.068, 0.011, -0.171], [-0.303, 3.548, -1.275], [-1.386, 2.815, -0.564], [-2.672, 3.272, -0.286], [-3.271, 2.275, 0.468], [-4.648, 2.234, 1.020], [-2.374, 1.287, 0.623], [-1.227, 1.608, -0.014], [-2.469, 0.036, 1.525], [-1.245, 0.053, 2.458], [0.004, 0.005, 1.961], [0.856, -0.110, 2.978], [2.328, -0.222, 2.809], [0.130, -0.115, 4.170], [-1.201, -0.014, 3.802], [-2.399, 0.028, 4.676], [-2.351, -1.246, 0.680], [-1.166, -1.595, 0.142], [-1.258, -2.850, -0.302], [-0.086, -3.574, -0.857], [-2.554, -3.312, -0.069], [-3.218, -2.266, 0.555], [-4.629, -2.201, 1.013], [-0.711, 4.062, -2.141], [0.116, 4.306, -0.612], [0.492, 2.876, -1.592], [-3.101, 4.204, -0.588], [-5.209, 3.103, 0.691], [-5.161, 1.335, 0.686], [-4.627, 2.220, 2.109], [-3.470, 0.050, 2.136], [2.560, -0.742, 1.883], [2.791, 0.765, 2.776], [2.752, -0.766, 3.650], [0.525, -0.196, 5.162], [-2.089, 0.032, 5.716], [-2.989, 0.920, 4.478], [-3.036, -0.838, 4.504], [0.740, -2.877, -1.001], [0.227, -4.349, -0.159], [-0.335, -4.055, -1.800], [-2.941, -4.282, -0.312], [-5.168, -3.084, 0.684], [-4.683, -2.150, 2.098], [-5.116, -1.315, 0.612], [3.154, 3.705, 0.558], [2.395, 2.486, 0.401], [2.864, 1.334, -0.104], [4.172, 1.244, -0.405], [2.117, 0.358, -0.294], [2.495, 4.492, 0.916], [3.574, 4.022, -0.401], [3.962, 3.578, 1.283], [1.421, 2.474, 0.667], [4.805, 2.013, -0.300], [4.497, 0.401, -0.849], [-1.410, 1.056, -3.683], [-0.188, -0.195, -2.870], [-0.592, -1.842, -3.774], [1.622, 0.250, -3.292], [2.650, -0.664, -3.063], [3.960, -0.349, -3.374], [4.269, 0.887, -3.923], [3.255, 1.801, -4.160], [1.948, 1.491, -3.832], [-1.386, 0.920, -4.763], [-1.167, 2.090, -3.473], [-2.429, 0.883, -3.351], [-0.743, -1.606, -4.826], [-1.500, -2.311, -3.409], [0.211, -2.569, -3.712], [2.424, -1.636, -2.646], [4.745, -1.071, -3.204], [5.292, 1.134, -4.166], [3.486, 2.754, -4.612], [1.168, 2.210, -4.037]],
  "mulliken_spin": [2.686, 0.022, -0.008, 0.013, 0.023, -0.001, 0.046, 0.052, -0.043, -0.017, 0.094, -0.007, 0.005, 0.005, 0.003, 0.000, 0.021, 0.044, -0.024, 0.040, 0.001, 0.031, 0.000, 0.001, 0.001, 0.002, 0.001, 0.000, 0.001, 0.001, 0.000, 0.000, -0.001, 0.000, 0.001, 0.000, 0.000, 0.000, -0.010, 0.003, 0.004, 0.001, 0.000, 0.001, 0.000, -0.001, 0.006, 0.008, 0.005, 0.069, 0.000, 0.000, 0.000, 0.002, 0.000, 0.000, 0.088, 0.587, 0.065, 0.065, 0.027, -0.021, 0.039, -0.016, 0.079, 0.012, -0.011, -0.003, 0.016, -0.008, 0.000, -0.009, 0.000, 0.002, 0.000, 0.008]
}



Entry 4:
{
  "formula": "C25H20BrO6S3Ta",
  "method": "ωB97M-V with the def2-TZVPD basis set",
  "lumo_energy_ev": -1.189,
  "e_homo_ev": -8.4,
  "molar_mass_g_mol": 773.5,
  "orbital_gap_ev": 7.2,
  "symbols": ["Ta", "Br", "C", "C", "C", "C", "C", "C", "C", "C", "C", "C", "H", "H", "H", "H", "H", "H", "C", "S", "O", "O", "O", "H", "H", "H", "O", "S", "O", "O", "S", "C", "C", "C", "C", "C", "C", "C", "C", "C", "C", "C", "C", "C", "C", "H", "H", "H", "H", "H", "H", "H", "H", "H", "H", "H"],
  "xyz": [[-1.056, 1.664, -0.545], [1.684, 2.261, -0.587], [2.065, 1.881, 1.274], [3.362, 1.877, 1.686], [3.638, 1.661, 3.047], [2.610, 1.451, 3.920], [1.266, 1.432, 3.480], [0.214, 1.161, 4.384], [-1.072, 1.126, 3.934], [-1.360, 1.362, 2.575], [-0.390, 1.630, 1.627], [0.953, 1.664, 2.110], [4.162, 2.043, 0.977], [4.666, 1.663, 3.384], [2.805, 1.287, 4.973], [0.447, 0.973, 5.424], [-1.888, 0.912, 4.613], [-2.400, 1.322, 2.279], [-1.630, 4.492, -3.411], [-0.606, 3.557, -2.281], [0.720, 3.980, -2.643], [-0.705, 2.057, -2.437], [-0.888, 3.796, -0.843], [-0.919, 4.910, -4.115], [-2.126, 5.264, -2.828], [-2.363, 3.857, -3.892], [-3.094, 2.972, -1.931], [-3.571, 2.084, -0.890], [-2.669, 2.280, 0.326], [-4.955, 2.167, -0.570], [-2.946, 0.248, -1.379], [-0.132, -5.497, 0.681], [-1.332, -4.882, 1.008], [-1.412, -3.500, 1.057], [-0.304, -2.710, 0.747], [0.902, -3.337, 0.440], [0.987, -4.721, 0.413], [-0.484, -1.240, 0.748], [-0.221, -0.402, -0.268], [0.331, -1.001, -1.532], [1.665, -0.856, -1.906], [2.141, -1.448, -3.068], [1.299, -2.202, -3.871], [-0.025, -2.378, -3.494], [-0.502, -1.781, -2.340], [-0.066, -6.577, 0.643], [-2.205, -5.483, 1.224], [-2.347, -3.014, 1.312], [1.774, -2.735, 0.223], [1.930, -5.198, 0.181], [-0.942, -0.853, 1.652], [2.346, -0.309, -1.269], [3.182, -1.329, -3.342], [1.674, -2.657, -4.779], [-0.683, -2.994, -4.093], [-1.530, -1.931, -2.033]],
  "lowdin_charge": [1.502, 1.059, -0.480, -0.113, -0.072, -0.027, -0.158, -0.028, -0.064, -0.128, -0.225, -0.219, 0.105, 0.107, 0.115, 0.114, 0.108, 0.094, -0.085, 0.473, -0.348, -0.476, -0.416, 0.076, 0.088, 0.074, -0.418, 0.152, -0.512, -0.281, 0.532, -0.095, -0.086, -0.039, -0.218, -0.031, -0.078, -0.079, -0.307, -0.298, -0.089, -0.079, -0.088, -0.069, -0.070, 0.099, 0.101, 0.115, 0.113, 0.102, 0.093, 0.069, 0.103, 0.100, 0.105, 0.077]
}



Entry 5:
{
  "formula": "C25H29N4O6Pt",
  "method": "ωB97M-V with the def2-TZVPD basis set",
  "lumo_energy_ev": 2.089,
  "total_charge": -1,
  "e_homo_ev": -4.5,
  "molar_mass_g_mol": 676.6,
  "orbital_gap_ev": 6.6,
  "symbols": ["Pt", "C", "C", "C", "C", "C", "C", "C", "C", "C", "C", "N", "C", "C", "C", "C", "C", "N", "H", "H", "H", "H", "H", "H", "H", "H", "H", "H", "H", "H", "H", "H", "H", "H", "H", "O", "C", "C", "O", "C", "C", "O", "C", "O", "O", "C", "N", "C", "C", "O", "N", "C", "C", "H", "H", "H", "H", "H", "H", "H", "H", "H", "H", "H", "H"],
  "xyz": [[-0.038, 0.381, -0.566], [-5.340, -0.511, -1.957], [-4.450, 0.697, -1.656], [-3.442, 1.026, -2.730], [-3.933, 1.792, -3.792], [-3.120, 2.279, -4.791], [-1.762, 2.010, -4.717], [-1.228, 1.239, -3.697], [0.247, 0.938, -3.777], [0.533, -0.452, -4.343], [-2.069, 0.691, -2.690], [-1.473, -0.195, -1.770], [-1.937, -1.479, -1.436], [-0.718, -2.300, -1.155], [-0.419, -3.645, -1.183], [0.924, -3.764, -0.737], [1.364, -2.482, -0.450], [0.358, -1.605, -0.699], [-5.995, -0.728, -1.112], [-4.757, -1.409, -2.150], [-5.962, -0.315, -2.836], [-3.958, 0.590, -0.699], [-5.098, 1.573, -1.562], [-4.993, 2.029, -3.798], [-3.528, 2.872, -5.600], [-1.091, 2.392, -5.480], [0.706, 1.012, -2.797], [0.719, 1.711, -4.389], [0.174, -1.220, -3.654], [1.605, -0.607, -4.492], [0.030, -0.586, -5.303], [-2.524, -1.911, -2.247], [-1.088, -4.442, -1.470], [1.497, -4.672, -0.623], [2.324, -2.152, -0.082], [-4.130, -0.937, 4.188], [-3.574, -0.763, 3.136], [-3.615, -1.645, 1.912], [-4.201, -2.705, 1.829], [-2.840, -0.975, 0.868], [-2.344, 0.278, 1.304], [-1.681, 1.215, 0.767], [-2.688, 0.401, 2.760], [-2.303, 1.275, 3.503], [-2.898, -1.590, -0.312], [0.618, -0.252, 2.598], [1.922, 0.423, 2.692], [2.733, 0.116, 3.860], [2.277, 1.172, 1.624], [1.576, 1.164, 0.594], [3.392, 1.979, 1.584], [4.384, 2.291, 2.597], [3.697, 2.666, 0.336], [0.404, -0.707, 3.560], [0.618, -1.023, 1.827], [-0.160, 0.472, 2.383], [2.222, -0.662, 4.417], [2.844, 0.965, 4.535], [3.716, -0.272, 3.591], [4.212, 1.806, 3.541], [4.400, 3.370, 2.771], [5.376, 1.999, 2.240], [2.924, 2.484, -0.398], [4.657, 2.319, -0.057], [3.773, 3.740, 0.523]],
  "lowdin_charge": [1.159, -0.082, -0.190, -0.147, -0.068, -0.104, -0.069, -0.176, -0.228, -0.083, -0.157, -0.133, -0.271, -0.292, -0.065, -0.129, -0.202, -0.128, 0.075, 0.061, 0.067, 0.084, 0.110, 0.107, 0.091, 0.102, 0.053, 0.100, 0.062, 0.067, 0.073, 0.156, 0.091, 0.072, 0.087, 0.130, -0.261, -0.302, 0.095, -0.147, -0.338, -0.119, -0.295, 0.107, 0.020, -0.019, -0.087, -0.055, -0.438, -0.149, -0.114, -0.061, -0.042, 0.094, 0.076, 0.061, 0.084, 0.083, 0.094, 0.043, 0.091, 0.092, 0.082, 0.091, 0.090]
}



Entry 6:
{
  "formula": "C33H58BN2O21",
  "method": "ωB97M-V with the def2-TZVPD basis set",
  "lumo_energy_ev": 1.461,
  "total_charge": -1,
  "e_homo_ev": -3.3,
  "molar_mass_g_mol": 829.6,
  "orbital_gap_ev": 4.8,
  "symbols": ["C", "C", "C", "C", "N", "B", "C", "O", "O", "C", "C", "O", "N", "C", "C", "H", "H", "H", "H", "H", "H", "H", "H", "H", "H", "H", "H", "H", "H", "H", "H", "H", "H", "H", "H", "H", "H", "C", "C", "C", "O", "C", "O", "O", "H", "H", "H", "H", "H", "H", "C", "C", "C", "O", "C", "O", "O", "H", "H", "H", "H", "H", "H", "C", "C", "C", "O", "C", "O", "O", "H", "H", "H", "H", "H", "H", "C", "C", "C", "O", "C", "O", "O", "H", "H", "H", "H", "H", "H", "C", "C", "C", "O", "C", "O", "O", "H", "H", "H", "H", "H", "H", "C", "C", "C", "O", "C", "O", "O", "H", "H", "H", "H", "H", "H"],
  "xyz": [[-4.817, -4.287, -5.039], [-3.505, -3.531, -5.272], [-3.507, -2.111, -4.700], [-3.468, -2.070, -3.164], [-2.166, -2.432, -2.658], [-2.067, -2.786, -1.147], [-1.489, -4.352, -0.998], [-0.539, -4.735, -2.019], [0.738, -4.190, -1.620], [-1.007, -1.751, -0.361], [-1.565, -0.684, 0.538], [-0.885, -0.043, 1.329], [-2.993, -0.371, 0.441], [-3.665, -0.697, 1.707], [-3.135, 1.039, 0.127], [-5.146, -4.170, -4.007], [-4.704, -5.355, -5.246], [-5.598, -3.905, -5.703], [-2.647, -4.099, -4.905], [-3.365, -3.455, -6.360], [-2.613, -1.596, -5.064], [-4.407, -1.598, -5.063], [-4.226, -2.739, -2.753], [-3.768, -1.043, -2.867], [-1.470, -1.752, -2.932], [-3.157, -2.733, -0.582], [-2.309, -5.062, -1.166], [-1.031, -4.553, -0.020], [0.932, -3.621, -2.379], [-0.289, -2.305, 0.253], [-0.399, -1.210, -1.100], [-4.153, 0.183, 2.138], [-2.967, -1.071, 2.459], [-4.426, -1.464, 1.549], [-4.199, 1.278, 0.048], [-2.655, 1.268, -0.828], [-2.695, 1.673, 0.918], [4.786, -0.988, -1.240], [3.770, -0.411, -2.193], [2.873, 0.654, -1.613], [1.707, 0.558, -2.450], [1.640, -0.726, -2.889], [0.708, -1.223, -3.429], [2.788, -1.382, -2.598], [4.444, -0.902, -0.206], [4.958, -2.040, -1.445], [5.730, -0.458, -1.330], [4.262, -0.055, -3.104], [3.299, 1.653, -1.667], [2.577, 0.434, -0.585], [9.319, 0.254, 1.796], [8.127, 1.055, 2.268], [7.155, 0.340, 3.183], [5.933, 1.042, 2.926], [5.999, 1.528, 1.665], [5.085, 2.003, 1.076], [7.254, 1.391, 1.171], [9.101, -0.815, 1.776], [9.600, 0.557, 0.788], [10.171, 0.414, 2.455], [8.451, 1.996, 2.721], [7.409, 0.399, 4.238], [7.017, -0.705, 2.894], [7.647, -5.880, -0.428], [7.536, -5.167, -1.756], [8.829, -4.932, -2.506], [8.516, -3.773, -3.290], [7.561, -3.076, -2.625], [7.185, -1.989, -2.911], [7.086, -3.807, -1.588], [8.624, -5.723, 0.032], [6.887, -5.511, 0.259], [7.501, -6.951, -0.558], [6.809, -5.669, -2.400], [9.125, -5.753, -3.153], [9.651, -4.679, -1.832], [-0.674, 3.799, -0.330], [-1.418, 4.779, -1.200], [-0.786, 6.141, -1.375], [-1.925, 6.975, -1.633], [-2.994, 6.403, -1.026], [-4.050, 6.928, -0.883], [-2.680, 5.161, -0.595], [-0.051, 4.313, 0.404], [-1.376, 3.163, 0.206], [-0.023, 3.167, -0.926], [-1.646, 4.338, -2.174], [-0.080, 6.199, -2.200], [-0.309, 6.491, -0.456], [-7.090, 1.641, 2.382], [-7.588, 0.929, 3.620], [-7.285, 1.615, 4.933], [-7.287, 0.509, 5.851], [-6.932, -0.597, 5.155], [-6.677, -1.649, 5.644], [-6.922, -0.334, 3.826], [-6.223, 2.262, 2.606], [-6.800, 0.926, 1.613], [-7.873, 2.282, 1.979], [-8.657, 0.714, 3.534], [-8.028, 2.351, 5.232], [-6.295, 2.069, 4.946], [-1.324, 5.257, 3.118], [-2.371, 4.203, 3.391], [-3.760, 4.473, 2.865], [-4.570, 3.713, 3.778], [-3.905, 3.645, 4.958], [-4.377, 3.248, 5.975], [-2.641, 4.090, 4.810], [-1.754, 6.254, 3.010], [-0.595, 5.300, 3.925], [-0.802, 5.022, 2.194], [-2.028, 3.224, 3.046], [-3.917, 4.134, 1.843], [-4.043, 5.525, 2.952]],
  "lowdin_charge": [-0.123, -0.277, -0.220, -0.291, 0.007, -0.572, -0.175, -0.202, -0.071, -0.053, -0.430, 0.037, -0.173, -0.072, -0.111, 0.058, 0.060, 0.061, 0.101, 0.090, 0.100, 0.098, 0.091, 0.098, 0.054, 0.087, 0.085, 0.081, 0.067, 0.095, 0.085, 0.062, 0.088, 0.080, 0.081, 0.088, 0.053, -0.018, -0.311, -0.092, 0.054, -0.562, 0.164, 0.087, 0.087, 0.074, 0.079, 0.159, 0.135, 0.142, -0.017, -0.323, -0.092, 0.067, -0.568, 0.163, 0.077, 0.083, 0.090, 0.084, 0.156, 0.138, 0.138, -0.016, -0.317, -0.095, 0.063, -0.558, 0.167, 0.075, 0.081, 0.092, 0.087, 0.162, 0.138, 0.134, -0.002, -0.301, -0.090, 0.060, -0.572, 0.159, 0.069, 0.071, 0.062, 0.093, 0.162, 0.139, 0.135, -0.010, -0.313, -0.084, 0.063, -0.567, 0.161, 0.081, 0.063, 0.088, 0.086, 0.153, 0.140, 0.109, -0.003, -0.303, -0.079, 0.034, -0.563, 0.161, 0.090, 0.088, 0.092, 0.054, 0.158, 0.132, 0.141]
}